{"formula": "H12LiO6", "method": "ωB97M-V/def2-TZVPD", "species": ["O", "O", "O", "O", "O", "O", "Li", "H", "H", "H", "H", "H", "H", "H", "H", "H", "H", "H", "H"], "coordinates": [[-1.611, 0.684, 0.580], [0.694, -0.693, 2.194], [-0.858, -2.532, 0.768], [1.255, 2.108, -0.619], [1.413, -1.108, -0.695], [-0.639, 0.791, -2.050], [0.191, 0.565, -0.303], [-1.671, 1.537, 0.868], [-0.122, 0.719, -2.818], [-0.418, -1.817, 1.172], [1.316, 2.723, -1.387], [1.487, -0.487, 1.707], [1.334, 2.576, 0.230], [-1.770, -2.310, 0.835], [1.338, -1.990, -0.336], [-2.192, 0.037, 0.814], [1.360, -1.384, -1.604], [-1.570, 0.583, -2.258], [0.462, -0.001, 2.902]], "atomic_forces_ev_per_a": [[4.15, -0.82, -3.08], [-1.40, 1.22, 1.43], [0.07, -1.40, -1.17], [0.07, 0.42, 0.11], [-0.04, 0.19, 0.10], [-1.58, -0.05, 1.46], [-0.24, -0.66, -0.36], [-1.40, 2.97, 1.66], [0.71, -0.19, -1.82], [1.05, 1.35, 1.21], [-0.09, -0.44, 1.25], [0.68, 0.46, 0.33], [0.32, 0.39, -0.88], [-1.23, -0.16, 0.03], [-0.20, -0.53, 1.10], [-2.78, -1.86, 1.52], [0.08, 0.49, -1.10], [0.77, 0.11, -0.05], [1.05, -1.53, -1.75]], "lowdin_charge": [0.016, -0.063, -0.011, -0.102, -0.062, -0.082, 0.706, 0.029, 0.041, -0.058, 0.101, 0.030, 0.079, 0.024, 0.055, 0.021, 0.062, 0.096, 0.122], "max_force_ev_per_a": 5.23, "charge": 1, "lumo_energy_ev": -3.5785, "homo_lumo_gap_ev": 10.992}


{"formula": "C26H32N4O5S", "method": "ωB97M-V/def2-TZVPD", "species": ["S", "O", "O", "O", "O", "O", "N", "N", "N", "N", "C", "C", "C", "C", "C", "C", "C", "C", "C", "C", "C", "C", "C", "C", "C", "C", "C", "C", "C", "C", "C", "C", "C", "C", "C", "C", "H", "H", "H", "H", "H", "H", "H", "H", "H", "H", "H", "H", "H", "H", "H", "H", "H", "H", "H", "H", "H", "H", "H", "H", "H", "H", "H", "H", "H", "H", "H", "H"], "coordinates": [[-3.688, 2.551, -0.487], [-1.638, 2.436, 2.782], [0.688, -4.234, -4.109], [4.911, 2.190, 1.086], [2.603, 2.921, 2.675], [2.289, -5.059, -2.253], [-1.691, -0.222, -2.204], [-3.638, 1.484, 2.324], [-1.208, 1.660, -0.368], [-2.573, 0.707, -2.017], [1.773, -3.147, -0.831], [1.104, 1.169, -0.211], [0.073, -2.261, -2.830], [0.228, -1.503, -1.663], [-2.645, 2.360, 2.107], [1.076, -1.962, -0.666], [5.247, 2.941, 2.232], [-2.160, -1.126, 1.893], [-2.907, 3.332, 0.962], [3.620, 1.920, 0.759], [3.479, 1.235, -0.449], [-3.436, -0.944, 2.724], [-0.187, -3.850, -5.142], [1.440, 3.309, 3.373], [2.250, 0.853, -0.936], [2.460, 2.249, 1.492], [0.767, -3.440, -3.008], [-2.163, -2.509, 1.244], [1.642, -3.894, -1.991], [-2.365, 1.522, -0.990], [1.224, 1.879, 0.985], [-0.565, -0.290, -1.507], [-0.227, 0.825, -0.681], [-0.905, -0.932, 2.739], [-3.588, 0.452, 3.332], [3.181, -5.561, -1.289], [2.422, -3.481, -0.038], [-0.020, -1.178, 2.156], [-0.607, -1.890, -3.578], [-4.511, 0.494, 3.921], [1.195, -1.405, 0.250], [0.837, 2.451, 3.676], [-1.967, 3.786, 0.650], [-2.159, -0.375, 1.096], [-4.302, -1.146, 2.088], [-1.282, -2.641, 0.620], [0.103, -2.888, -5.578], [-0.812, 0.100, 3.065], [-3.442, -1.673, 3.537], [-2.164, -3.284, 2.008], [4.936, 2.440, 3.150], [2.670, -5.792, -0.348], [0.819, 3.982, 2.778], [1.800, 3.833, 4.258], [4.001, -4.863, -1.095], [-1.222, -3.790, -4.791], [-4.399, 1.450, 1.660], [-3.043, -2.639, 0.618], [0.321, 2.115, 1.523], [4.382, 1.013, -0.995], [2.178, 0.338, -1.880], [-2.746, 0.686, 3.984], [6.335, 3.017, 2.208], [-0.930, -1.580, 3.613], [3.583, -6.480, -1.713], [-0.105, -4.628, -5.899], [4.812, 3.941, 2.201], [-3.602, 4.105, 1.289]], "atomic_forces_ev_per_a": [[-0.35, 0.42, 0.00], [0.37, 0.10, 0.28], [0.21, -0.01, 0.36], [-0.30, -0.21, -0.24], [0.32, -0.20, -0.34], [-0.30, 0.27, -0.21], [0.43, -0.83, -0.33], [-0.36, -0.22, 0.03], [0.21, -0.01, 0.03], [-1.00, 0.58, 0.21], [0.14, -0.28, -0.09], [0.62, 0.08, 0.28], [0.12, -0.08, -0.05], [0.44, -0.57, 0.03], [-0.27, 0.29, -0.34], [-0.33, 0.15, -0.22], [0.25, 0.27, 0.41], [-0.09, -0.24, 0.13], [0.05, -0.17, -0.46], [-0.05, -0.08, -0.13], [0.06, 0.12, 0.19], [0.23, 0.36, -0.15], [-0.15, 0.08, -0.17], [-0.21, 0.07, 0.16], [-0.21, 0.18, 0.11], [0.12, 0.08, 0.07], [0.12, -0.16, 0.05], [-0.01, 0.29, -0.02], [-0.06, -0.05, -0.14], [0.55, 0.02, 0.10], [0.05, -0.13, -0.06], [-0.04, 1.02, 0.45], [-0.70, -0.40, -0.51], [-0.18, 0.14, -0.21], [0.00, -0.29, 0.21], [0.15, -0.07, 0.19], [0.08, -0.08, 0.04], [0.15, -0.04, -0.03], [-0.05, -0.05, -0.12], [0.14, 0.02, 0.03], [0.03, 0.03, 0.06], [-0.01, 0.02, -0.04], [-0.09, -0.04, 0.18], [-0.03, 0.00, 0.00], [-0.08, -0.08, 0.02], [0.08, -0.08, -0.06], [-0.02, -0.03, 0.03], [0.08, 0.10, 0.11], [-0.05, -0.10, 0.04], [0.00, -0.15, 0.09], [0.04, 0.06, -0.08], [0.02, 0.03, -0.04], [-0.02, -0.05, -0.01], [-0.06, -0.02, -0.03], [-0.04, -0.02, 0.00], [0.04, 0.01, -0.01], [0.18, 0.06, 0.00], [-0.10, -0.08, -0.08], [-0.11, 0.09, 0.14], [0.12, -0.01, -0.05], [0.03, -0.08, -0.06], [-0.12, -0.01, 0.02], [-0.08, 0.01, 0.01], [0.03, -0.12, 0.14], [0.00, 0.06, 0.07], [-0.04, 0.08, 0.02], [0.05, -0.08, 0.01], [-0.02, 0.00, -0.02]], "lowdin_charge": [0.979, 0.035, -0.062, -0.062, -0.111, -0.060, 0.096, 0.052, 0.150, 0.028, 0.003, -0.173, 0.046, -0.189, -0.565, -0.052, -0.071, -0.423, -0.358, -0.186, 0.015, -0.160, -0.079, -0.066, -0.029, -0.174, -0.189, -0.063, -0.194, -0.663, 0.056, -0.158, -0.138, -0.052, -0.169, -0.082, 0.107, 0.063, 0.104, 0.121, 0.105, 0.086, 0.082, 0.109, 0.115, 0.059, 0.097, 0.056, 0.120, 0.082, 0.095, 0.097, 0.098, 0.096, 0.097, 0.099, 0.104, 0.080, 0.085, 0.123, 0.122, 0.115, 0.093, 0.087, 0.095, 0.094, 0.096, 0.087], "max_force_ev_per_a": 1.18, "lumo_energy_ev": -0.0408, "homo_lumo_gap_ev": 7.562}


{"formula": "C2H3FNO2S3", "method": "ωB97M-V/def2-TZVPD", "species": ["S", "S", "S", "F", "O", "O", "N", "C", "C", "H", "H", "H"], "coordinates": [[1.124, -1.600, -1.466], [0.856, 1.952, 2.218], [-0.849, 1.522, -0.035], [-2.562, -3.061, -2.020], [-3.998, -1.396, -1.847], [-1.785, -1.107, -1.501], [1.301, -0.079, 0.860], [0.557, 0.877, 0.793], [-2.840, -1.677, -1.749], [2.202, 1.737, 2.332], [-0.094, -1.587, -2.038], [-1.339, 0.425, -0.470]], "atomic_forces_ev_per_a": [[0.81, 0.08, 0.20], [0.71, 0.87, 0.71], [0.92, 1.93, 0.54], [-0.17, -0.32, -0.09], [-1.11, 0.58, 0.07], [0.33, 1.20, 0.41], [0.73, -2.09, -1.31], [-0.96, 1.33, 0.88], [0.46, -1.29, -0.37], [-0.69, 0.00, -0.15], [-0.22, 0.00, 0.19], [-0.80, -2.29, -1.08]], "lowdin_charge": [0.375, 0.647, 0.775, -0.061, 0.042, -0.137, -0.001, -1.254, -0.773, -0.129, -0.290, -0.193], "max_force_ev_per_a": 2.66, "charge": -1, "lumo_energy_ev": [1.7801, 1.6982], "homo_lumo_gap_ev": [7.513, 7.230]}


{"formula": "C3H6N2O2", "method": "ωB97M-V/def2-TZVPD", "species": ["O", "O", "N", "N", "C", "C", "C", "H", "H", "H", "H", "H", "H"], "coordinates": [[1.396, -2.482, -0.115], [-0.506, -1.238, -0.142], [-0.114, 1.552, 0.732], [1.598, -0.209, -0.344], [0.979, -1.387, -0.351], [-1.128, 0.796, 0.544], [-1.157, -0.089, -0.658], [2.603, -0.290, -0.393], [-0.064, 2.052, 1.614], [-0.609, 0.352, -1.497], [1.053, 0.717, 0.230], [-2.173, -0.381, -0.933], [-1.877, 0.607, 1.314]], "atomic_forces_ev_per_a": [[0.10, -0.30, -1.30], [1.76, -0.91, -1.17], [-0.42, -0.08, -0.05], [-0.81, 2.43, 0.33], [-2.14, 0.04, 3.30], [0.47, 0.73, 0.43], [0.36, -0.07, 0.23], [-0.08, 0.08, 0.15], [-0.30, -0.21, 0.17], [-0.20, -0.01, 0.08], [1.31, -2.09, -2.03], [0.13, 0.10, -0.09], [-0.17, 0.28, -0.05]], "lowdin_charge": [0.097, -0.067, 0.076, 0.119, -0.562, -0.143, -0.205, 0.099, 0.083, 0.126, 0.124, 0.123, 0.129], "max_force_ev_per_a": 3.93, "lumo_energy_ev": 0.3986, "homo_lumo_gap_ev": 10.161}


{"formula": "C3H8Cl", "method": "ωB97M-V/def2-TZVPD", "species": ["Cl", "C", "C", "C", "H", "H", "H", "H", "H", "H", "H", "H"], "coordinates": [[-1.031, -1.482, 0.207], [-0.493, 0.705, -0.254], [0.609, 1.127, 0.702], [1.941, 0.437, 0.438], [2.226, 0.610, -0.614], [-0.051, 0.461, -1.238], [2.734, 0.842, 1.087], [1.860, -0.646, 0.620], [-0.771, 2.046, -1.128], [0.290, 0.983, 1.747], [-1.471, 1.042, 0.124], [0.738, 2.213, 0.543]], "atomic_forces_ev_per_a": [[-0.08, -1.50, 0.58], [0.28, 4.28, -1.65], [0.20, 0.70, 0.31], [0.05, -0.18, 0.02], [0.04, -0.15, 0.34], [-1.51, -0.95, 0.88], [-0.16, -0.09, -0.20], [0.01, 0.32, -0.18], [0.65, -0.25, 0.72], [0.07, -0.12, -0.31], [0.34, -1.60, -0.91], [0.10, -0.47, 0.40]], "lowdin_charge": [-0.259, -0.521, -0.416, -0.159, 0.066, 0.004, 0.055, 0.048, 0.024, 0.092, -0.001, 0.068], "max_force_ev_per_a": 4.60, "charge": -1, "lumo_energy_ev": 4.3184, "homo_lumo_gap_ev": 6.758}


How do the records compare in energy above the lowest of the compared OMol25 structures with the same formula, charge and spin? In the order shown, they have 1.317, 2.987, 0.581, 2.581, 1.295 eV.